# 1
The following is a quantum chemistry calculation of a cluster of 9 separate species, C19H56N4O9 in total in a non-equilibrium geometry, from the OMol25 dataset.

SMILES: NC(N)=O.NC(N)=O.CC(C)O.CC(C)O.CC(C)O.CC(C)O.CC(C)O.CO.CO
Strongest force on any atom (eV/Å): 11.99
LUMO level (eV): 0.108
Multiplicity: 1
Net charge: 0
Energy relative to the best compared isomer or geometry (same formula, charge and spin) (kJ/mol): 841.78
HOMO (eV): -8.53

Last column: Mulliken charge in e.
Atoms and positions in Å:
C: 1.5595 -2.4633 -1.3468  -0.473
O: 1.5786 -1.8199 -2.6290  -0.629
H: 2.5966 -2.6450 -1.0510  0.498
H: 0.8551 -3.2567 -1.3094  0.457
H: 1.3191 -1.8249 -0.5335  -0.248
H: 0.7180 -1.7462 -2.9885  0.276
C: -4.7814 -0.6943 -1.3717  -0.750
O: -4.0545 -0.0751 -0.3468  -0.465
H: -4.6922 -0.1598 -2.3404  0.236
H: -5.7941 -0.8834 -1.0105  0.409
H: -4.4077 -1.7467 -1.5719  0.186
H: -4.4328 -0.2098 0.4924  0.261
C: -0.5956 0.8095 -0.9956  -0.982
O: -0.9976 1.7017 -1.9967  -0.854
N: 0.5839 0.8200 -0.3444  1.926
N: -1.2816 -0.1352 -0.5187  1.910
H: 1.1886 1.6482 -0.6501  -0.089
H: 0.9357 0.5317 0.5875  -0.893
H: -2.2995 -0.0760 -0.7695  0.429
H: -0.9443 -0.7958 0.1661  -0.929
C: 3.2500 2.7015 1.1435  0.346
O: 2.2190 3.1475 0.3546  -0.723
N: 4.2791 2.0537 0.6671  -0.205
N: 3.4304 3.1319 2.3145  -0.324
H: 4.1683 1.5881 -0.2503  0.099
H: 5.1187 1.9008 1.2615  0.215
H: 2.6457 3.6914 2.7142  0.290
H: 4.1530 2.8422 2.8874  0.199
C: -1.9741 2.9278 1.4760  -0.903
C: -2.3815 2.1826 2.7024  0.102
C: -2.9889 0.8331 2.4411  -0.650
O: -1.5113 1.9927 3.5583  -0.458
H: -0.9329 2.5739 1.0820  -0.062
H: -2.1653 4.0302 1.5584  0.420
H: -2.5511 2.5816 0.6029  0.244
H: -3.0937 2.8853 3.1818  0.396
H: -2.3326 0.2094 1.9538  -0.288
H: -3.9290 0.9352 1.9002  0.521
H: -3.3151 0.4380 3.4057  0.347
H: -1.7254 2.2658 4.4499  0.345
C: 2.5115 -0.5320 2.4689  -1.070
C: 1.2791 -0.0688 3.1164  0.726
C: 1.6849 0.8357 4.2786  -1.446
O: 0.4203 0.4342 2.3404  0.211
H: 3.1442 0.3883 2.2609  0.197
H: 2.2110 -1.0213 1.5784  0.099
H: 3.0723 -1.2695 3.1315  0.355
H: 0.6573 -0.7862 3.5134  0.239
H: 0.9548 1.5513 4.6169  0.246
H: 2.3724 1.6041 3.9948  0.284
H: 2.0722 0.2808 5.1575  0.356
H: -0.2373 0.7872 2.9438  -0.302
C: -0.9610 -0.7681 -4.4734  -1.559
C: -1.8002 -1.5631 -3.4350  1.459
C: -2.7220 -2.5947 -4.1537  -1.539
O: -1.3159 -2.2009 -2.4594  -0.563
H: -1.5611 -0.0675 -5.0462  0.418
H: -0.5634 -1.4745 -5.1659  0.449
H: -0.2007 -0.2192 -3.9737  0.238
H: -2.4320 -0.8473 -2.7782  -0.027
H: -3.5671 -3.1378 -3.6183  0.276
H: -2.0760 -3.2740 -4.7359  0.379
H: -3.2816 -1.9529 -4.8977  0.381
H: -1.3986 -1.5122 -1.7736  0.253
C: -1.5119 -2.5038 3.6107  -1.097
C: -1.8391 -2.7884 2.1828  0.627
C: -0.6278 -2.5639 1.2563  -0.754
O: -2.1692 -4.0222 1.9596  -0.567
H: -0.5938 -3.1143 3.8615  0.216
H: -2.4666 -2.7944 4.1502  0.411
H: -1.4341 -1.4510 3.6887  0.048
H: -2.7167 -2.1587 1.7826  -0.058
H: -0.1469 -1.6377 1.5031  -0.600
H: -1.0596 -2.5234 0.1878  0.076
H: 0.0196 -3.3760 1.2782  1.096
H: -3.0961 -4.2434 2.2884  0.407
C: 3.4752 2.8360 -2.9111  -1.644
C: 3.1282 1.3783 -3.0353  1.502
C: 3.9210 0.8729 -4.1742  -1.834
O: 3.3698 0.6074 -2.0749  -0.531
H: 4.4294 2.9132 -2.3831  0.323
H: 2.6891 3.4022 -2.4595  0.314
H: 3.6636 3.2821 -3.8938  0.451
H: 2.0809 1.3790 -3.1221  -0.112
H: 3.8609 1.5091 -5.0032  0.522
H: 3.6126 -0.0443 -4.5149  0.464
H: 4.9306 0.7155 -3.8509  0.328
H: 2.8008 -0.1571 -2.0937  0.171

Cartesian forces (eV/Å) of the 2 atoms listed first:
0.950 0.979 -0.656
2.079 -0.056 1.221

=====

# 2
The following is a quantum chemistry calculation of a structure of composition C29H27BBaF4N2OPSe2 in a non-equilibrium geometry, from the OMol25 dataset.

Strongest force on any atom (eV/Å): 1.50
LUMO level (eV): -3.804
Multiplicity: 1
Net charge: +1
Energy relative to the best compared isomer or geometry (same formula, charge and spin) (kJ/mol): 36.07
HOMO (eV): -10.73

Last column: Mulliken charge in e.
Atoms and positions in Å:
Ba: 0.8432 -1.6433 0.3423  1.666
Se: 2.4640 -4.2791 -0.1077  -0.090
Se: 4.0135 -2.4413 0.1948  -0.031
C: 3.7657 -2.1047 2.1216  0.158
C: 4.9151 -2.1229 2.8936  -0.465
C: 4.7757 -1.9060 4.2583  -0.332
C: 3.5095 -1.7227 4.7892  -0.663
C: 2.4216 -1.7329 3.9298  -0.517
N: 2.5525 -1.8953 2.6127  0.154
C: 1.9721 -3.7450 -1.9704  0.471
C: 2.1094 -4.7305 -2.9356  -0.598
C: 1.8649 -4.3726 -4.2524  -0.299
C: 1.5229 -3.0637 -4.5510  -0.856
C: 1.3865 -2.1606 -3.5107  -0.388
N: 1.6056 -2.5064 -2.2395  0.023
H: 5.8797 -2.3237 2.4503  0.409
H: 5.6478 -1.9110 4.8983  0.416
H: 3.3567 -1.5844 5.8499  0.437
H: 1.4101 -1.6039 4.2965  0.466
H: 2.4191 -5.7308 -2.6705  0.421
H: 1.9678 -5.1070 -5.0403  0.425
H: 1.3583 -2.7470 -5.5713  0.446
H: 1.1027 -1.1310 -3.6963  0.405
C: -5.1145 0.9494 2.7178  -0.464
C: -4.3987 2.1336 2.6222  -0.716
C: -3.2727 2.2060 1.8144  -0.198
C: -2.8565 1.0876 1.0987  0.667
C: -3.5770 -0.1027 1.2040  -0.622
C: -4.7041 -0.1700 2.0061  -0.637
P: -1.4244 1.0565 -0.0210  0.841
C: -2.1530 1.3366 -1.6649  -0.067
C: -1.8543 0.4417 -2.6880  -0.282
C: -2.3931 0.6093 -3.9571  -0.523
C: -3.2353 1.6802 -4.2105  -0.570
C: -3.5442 2.5777 -3.1953  -0.710
C: -3.0100 2.4052 -1.9295  -0.194
C: -0.5064 2.5879 0.3473  0.954
C: -0.2935 3.6070 -0.5754  -0.697
C: 0.5348 4.6791 -0.2625  -0.686
C: 1.1611 4.7440 0.9722  -0.518
C: 0.9566 3.7296 1.9011  -0.660
C: 0.1348 2.6593 1.5873  -0.840
H: -5.9905 0.8969 3.3510  0.396
H: -4.7180 3.0069 3.1768  0.417
H: -2.7261 3.1388 1.7428  0.370
H: -3.2528 -0.9908 0.6725  0.176
H: -5.2476 -1.1024 2.0856  0.437
H: -1.2135 -0.4124 -2.4917  0.397
H: -2.1657 -0.1014 -4.7416  0.434
H: -3.6600 1.8153 -5.1967  0.391
H: -4.2082 3.4100 -3.3907  0.408
H: -3.2625 3.1000 -1.1366  0.483
H: -0.7783 3.5750 -1.5427  0.361
H: 0.6804 5.4702 -0.9875  0.405
H: 1.7965 5.5851 1.2172  0.405
H: 1.4289 3.7808 2.8745  0.433
H: -0.0225 1.8777 2.3241  0.498
F: -1.0987 -3.3274 0.0340  -0.493
B: -1.3718 -3.4387 1.4693  0.740
F: -0.9828 -2.1674 2.0791  -0.508
F: -2.6947 -3.6454 1.6620  -0.294
F: -0.4834 -4.3784 1.9460  -0.392
C: 2.8151 1.4230 -1.2026  -0.627
O: 2.4029 0.7978 0.0180  -0.043
H: 3.8773 1.2586 -1.3908  0.302
H: 2.5962 2.4907 -1.1846  0.289
H: 2.2390 0.9679 -2.0073  0.136
H: 2.7264 1.3173 0.7612  0.141

Cartesian forces (eV/Å) of the 2 atoms listed first:
-0.654 1.337 0.158
0.501 0.342 -0.606

=====

# 3
The following is a quantum chemistry calculation of the molecule CH3N in a non-equilibrium geometry, from the OMol25 dataset.

SMILES: C=N
Strongest force on any atom (eV/Å): 7.91
LUMO level (eV): 0.369
Multiplicity: 1
Net charge: 0
Energy relative to the best compared isomer or geometry (same formula, charge and spin) (kJ/mol): 145.56
HOMO (eV): -10.51

Last column: Mulliken charge in e.
Atoms and positions in Å:
C: -0.0069 0.2928 0.2880  -0.234
N: -0.3395 -1.1450 0.4207  -0.432
H: 0.1655 1.0237 1.1206  0.255
H: 0.2534 0.6513 -0.7891  0.172
H: -0.5173 -1.4494 -0.6285  0.239

Cartesian forces (eV/Å) of the 2 atoms listed first:
-0.607 -6.487 -1.501
0.892 7.454 -2.502

=====

# 4
The following is a quantum chemistry calculation of a cluster of 2 separate species, C13H14ClO4S in total in a non-equilibrium geometry, from the OMol25 dataset.

Strongest force on any atom (eV/Å): 3.18
LUMO level (eV): 2.916
Multiplicity: 1
Net charge: -1
HOMO (eV): -2.87

Last column: Mulliken charge in e.
Atoms and positions in Å:
C: -2.3375 1.1834 3.2876  -0.696
C: -1.4334 0.8762 2.0823  -0.454
C: -1.8945 -0.3103 1.3070  1.018
C: -1.2829 -0.6925 0.1424  -1.328
C: -2.9999 -1.2108 1.8557  0.325
O: -3.5129 -2.0831 1.1655  -0.664
O: -3.4004 -1.0214 3.1533  -0.388
C: -2.6900 -0.0836 4.0074  -0.415
H: -1.8255 1.8596 3.9734  0.352
H: -3.2445 1.6852 2.9318  0.312
H: -1.3861 1.7773 1.4395  0.275
H: -0.3976 0.6620 2.4168  0.145
H: -1.7189 -1.5230 -0.4068  0.401
H: -0.6022 0.0254 -0.3507  0.305
H: -1.7912 -0.5700 4.4052  0.258
H: -3.3961 0.0968 4.8155  0.319
Cl: 0.2340 -2.8038 0.8629  -0.240
C: 0.6771 -1.4771 -0.1146  -0.819
S: 1.5553 -1.9778 -1.6365  1.264
C: 2.0157 -0.3849 -2.3331  0.095
C: 1.0763 0.3887 -3.0068  -0.310
C: 1.4457 1.6579 -3.4550  -0.528
C: 2.7491 2.1101 -3.2776  -0.345
C: 3.6929 1.3012 -2.6517  -0.406
C: 3.3319 0.0359 -2.1894  -0.457
O: 2.7957 -2.6695 -1.3944  -0.693
O: 0.5234 -2.5538 -2.4792  -0.672
H: 1.2383 -0.7212 0.4319  0.518
H: 0.0709 0.0072 -3.1766  0.396
H: 0.6971 2.2885 -3.9460  0.349
H: 3.0303 3.1109 -3.6340  0.327
H: 4.7214 1.6365 -2.5081  0.348
H: 4.0582 -0.6201 -1.7177  0.410

Cartesian forces (eV/Å) of the 2 atoms listed first:
0.373 0.138 -0.656
0.474 0.394 0.303

=====

Kohn-Sham gap readings, ordered: 8.6; 6.9; 10.9; 5.8 eV